w:
{
  "formula": "C3H9NS2",
  "method": "ωB97M-V/def2-TZVPD",
  "symbols": ["C", "N", "C", "H", "H", "H", "H", "H", "C", "S", "S", "H", "H", "H", "H"],
  "positions_angstrom": [[1.162, -0.302, -1.855], [0.810, 0.892, -1.500], [-0.590, 1.258, -1.710], [2.213, -0.600, -1.879], [0.402, -1.007, -2.268], [-0.987, 1.621, -0.756], [-1.249, 0.469, -2.125], [-0.575, 2.114, -2.411], [0.627, -0.508, 1.514], [0.043, -0.172, 3.171], [-1.548, -1.502, 3.357], [0.954, -1.545, 1.349], [1.464, 0.203, 1.310], [-0.209, -0.276, 0.851], [-2.518, -0.645, 2.953]],
  "gap_ev": 9.65,
  "smiles": "C=NC.CSS"
}

x:
{
  "formula": "C3H9NS2",
  "method": "ωB97M-V/def2-TZVPD",
  "symbols": ["C", "S", "S", "C", "C", "N", "H", "H", "H", "H", "H", "H", "H", "H", "H"],
  "positions_angstrom": [[2.952, 1.141, -0.128], [1.883, 0.462, 1.162], [0.868, -1.056, 0.423], [-0.500, -0.397, -0.554], [-1.751, -0.049, 0.224], [-2.661, -1.181, 0.242], [3.123, 0.431, -0.920], [2.603, 2.020, -0.650], [3.888, 1.303, 0.399], [-0.709, -1.152, -1.312], [-0.204, 0.431, -1.175], [-2.250, 0.783, -0.266], [-1.512, 0.344, 1.210], [-3.474, -1.013, 0.815], [-2.257, -2.066, 0.528]],
  "gap_ev": 9.52,
  "smiles": "CSSCCN"
}

y:
{
  "formula": "C3H9NS2",
  "method": "ωB97M-V/def2-TZVPD",
  "symbols": ["C", "C", "N", "H", "H", "H", "H", "H", "C", "S", "S", "H", "H", "H", "H"],
  "positions_angstrom": [[-1.025, -1.320, 0.000], [-0.075, -2.027, 0.599], [0.900, -1.551, 1.497], [-1.680, -1.845, -0.639], [-1.367, -0.330, 0.183], [-0.076, -3.100, 0.583], [1.325, -0.602, 1.489], [1.538, -2.303, 1.803], [-0.559, 2.532, -0.263], [-0.521, 1.351, -1.656], [1.539, 1.131, -1.929], [-0.550, 2.054, 0.730], [0.287, 3.173, -0.240], [-1.538, 3.026, -0.300], [1.803, -0.191, -1.857]],
  "gap_ev": 8.40,
  "smiles": "C=CN.CSS"
}

The winner here is x, beating the second structure by 85.8 kJ/mol.

w:
{
  "formula": "C3H9NS2",
  "method": "ωB97M-V/def2-TZVPD",
  "symbols": ["C", "S", "S", "C", "C", "N", "H", "H", "H", "H", "H", "H", "H", "H", "H"],
  "positions_angstrom": [[0.024, -2.804, 0.246], [-1.042, -1.431, -0.088], [0.876, -0.338, -1.252], [0.953, 0.804, 0.076], [-0.357, 1.577, 0.417], [-0.887, 2.379, -0.696], [0.143, -3.303, -0.756], [0.990, -2.552, 0.865], [-0.534, -3.471, 0.891], [1.721, 1.502, -0.177], [1.134, 0.254, 1.030], [-0.351, 2.263, 1.275], [-1.060, 0.799, 0.775], [-1.494, 1.776, -1.218], [-0.114, 2.546, -1.387]],
  "gap_ev": 7.89,
  "smiles": "CSSCCN"
}

x:
{
  "formula": "C3H9NS2",
  "method": "ωB97M-V/def2-TZVPD",
  "symbols": ["C", "N", "C", "H", "H", "H", "H", "H", "C", "S", "S", "H", "H", "H", "H"],
  "positions_angstrom": [[-0.151, 1.616, 1.106], [-1.301, 1.282, 0.733], [-1.881, 0.108, 1.350], [0.319, 2.498, 0.683], [0.435, 1.078, 1.859], [-1.239, -0.328, 2.136], [-2.080, -0.657, 0.596], [-2.824, 0.396, 1.806], [0.718, -1.445, -0.908], [2.431, -1.105, -1.326], [2.376, 0.765, -2.149], [0.024, -1.057, -1.644], [0.418, -1.037, 0.060], [0.605, -2.527, -0.875], [2.151, 0.412, -3.426]],
  "gap_ev": 9.80,
  "smiles": "C=NC.CSS"
}

The winner here is x, beating the second structure by 72.1 kJ/mol.

w:
{
  "formula": "C4H11N2S",
  "method": "ωB97M-V/def2-TZVPD",
  "symbols": ["C", "C", "C", "S", "N", "C", "N", "H", "H", "H", "H", "H", "H", "H", "H", "H", "H", "H"],
  "positions_angstrom": [[1.236, 0.102, 1.161], [0.305, -1.103, 1.149], [-0.624, -1.115, -0.150], [0.121, -1.297, -1.790], [-0.491, -1.056, 2.295], [-0.553, 2.175, -0.485], [0.044, 3.423, -0.196], [1.887, 0.030, 0.257], [0.709, 1.024, 1.064], [1.874, 0.031, 2.023], [0.930, -2.018, 1.098], [-1.106, -0.141, -0.136], [-1.408, -1.865, 0.001], [-0.627, -1.942, 2.778], [0.310, 1.552, -0.738], [-0.953, 1.631, 0.443], [-1.387, 2.156, -1.200], [-0.612, 4.187, -0.364]],
  "charge": -1,
  "gap_ev": 3.37
}

x:
{
  "formula": "C4H11N2S",
  "method": "ωB97M-V/def2-TZVPD",
  "symbols": ["N", "C", "C", "S", "C", "N", "C", "H", "H", "H", "H", "H", "H", "H", "H", "H", "H", "H"],
  "positions_angstrom": [[-3.400, 0.666, 0.404], [-2.443, 0.211, -0.393], [2.601, 0.588, 1.163], [3.356, 0.137, -0.452], [-1.068, 0.542, -0.250], [0.006, 0.009, -0.979], [0.344, -1.378, -0.751], [-3.902, 1.416, -0.078], [2.390, 1.668, 1.211], [-2.663, -0.496, -1.222], [1.650, 0.121, 1.410], [3.329, 0.337, 1.921], [-0.887, 1.336, 0.470], [-1.510, -0.445, 0.415], [0.844, 0.578, -0.833], [0.523, -1.633, 0.301], [-0.440, -2.063, -1.063], [1.271, -1.595, -1.274]],
  "charge": -1,
  "gap_ev": 6.46
}

y:
{
  "formula": "C4H11N2S",
  "method": "ωB97M-V/def2-TZVPD",
  "symbols": ["N", "C", "N", "C", "C", "C", "S", "H", "H", "H", "H", "H", "H", "H", "H", "H", "H", "H"],
  "positions_angstrom": [[-0.586, -1.090, -1.995], [-1.328, -0.967, -0.701], [-1.492, 0.237, -0.004], [-0.608, 0.561, 1.218], [0.744, 1.029, 0.760], [1.810, 0.014, 0.601], [3.079, 0.355, -0.548], [-0.745, -0.378, -2.572], [0.445, -1.133, -1.964], [-0.788, -1.759, -0.128], [-2.313, -1.240, -0.957], [-1.584, 1.125, -0.437], [-0.469, -0.306, 1.864], [-1.302, 1.125, 1.847], [0.549, 1.519, -0.268], [1.111, 1.761, 1.445], [1.230, -0.824, 0.165], [2.246, -0.029, 1.674]],
  "charge": -1,
  "gap_ev": 6.34,
  "smiles": "NCNCCC[S-]"
}

The winner here is y, beating the second structure by 206.8 kJ/mol.

w:
{
  "formula": "C4H11N2S",
  "method": "ωB97M-V/def2-TZVPD",
  "symbols": ["C", "N", "C", "C", "N", "C", "S", "H", "H", "H", "H", "H", "H", "H", "H", "H", "H", "H"],
  "positions_angstrom": [[-0.506, -2.286, 1.382], [-0.141, -1.593, 0.179], [-0.369, -0.147, 0.316], [0.060, 0.731, -0.879], [1.378, 0.289, -1.384], [0.055, 2.196, -0.390], [0.320, 3.451, -1.673], [0.070, -1.910, 2.233], [-0.352, -3.361, 1.269], [-1.568, -2.168, 1.684], [-0.663, -1.930, -0.617], [-1.442, 0.055, 0.457], [0.216, 0.166, 1.185], [-0.651, 0.531, -1.687], [1.680, 1.117, -1.915], [2.018, 0.357, -0.604], [-0.943, 2.281, 0.068], [0.839, 2.222, 0.376]],
  "charge": -1,
  "gap_ev": 5.96,
  "smiles": "CNC[C@H](N)C[S-]"
}

x:
{
  "formula": "C4H11N2S",
  "method": "ωB97M-V/def2-TZVPD",
  "symbols": ["C", "C", "C", "S", "N", "C", "N", "H", "H", "H", "H", "H", "H", "H", "H", "H", "H", "H"],
  "positions_angstrom": [[1.989, 0.195, -0.535], [0.788, 0.718, 0.188], [0.440, -0.154, 1.448], [1.717, 0.230, 2.702], [-0.483, 0.791, -0.631], [-1.155, -0.490, -0.802], [-2.567, -0.740, -0.613], [2.433, 0.889, -1.261], [2.696, -0.021, 0.288], [1.900, -0.844, -0.860], [0.848, 1.673, 0.712], [-0.508, 0.103, 1.934], [0.480, -1.213, 1.184], [-1.141, 1.496, -0.328], [-0.498, -1.360, -0.630], [-1.035, -0.734, -1.884], [-3.055, -0.100, -1.233], [-2.851, -0.439, 0.320]],
  "charge": -1,
  "gap_ev": 6.04,
  "smiles": "C[C@H](C[S-])NCN"
}

The winner here is w, beating the second structure by 107.7 kJ/mol.